Entry 1:
Formula: C14H9F9NO4S2
Source: the Open Molecules 2025 dataset
Level of theory: wB97M-V/def2-TZVPD

Positions of all 39 atoms, in Å:
F (-0.534, 0.769, -5.472)
C (-1.341, 1.308, -4.535)
F (-1.692, 2.543, -4.941)
F (-2.473, 0.545, -4.469)
S (1.642, 1.225, -1.896)
N (-3.296, 1.201, -0.886)
C (-3.179, -0.049, -1.060)
O (-3.400, -1.190, -1.166)
C (-0.132, -0.830, -2.205)
C (1.156, -0.375, -2.280)
C (-2.303, 2.075, -0.993)
O (-2.166, 3.244, -1.059)
H (-0.429, -1.575, -1.457)
H (-0.857, -0.569, -2.980)
H (2.088, 1.038, -0.216)
H (1.976, -1.036, -2.640)
F (0.848, 4.371, 2.741)
C (0.438, 3.641, 1.689)
F (-0.871, 3.326, 1.850)
F (0.581, 4.358, 0.555)
S (1.483, 2.076, 1.636)
C (0.981, 1.070, 0.154)
C (0.680, -0.282, 0.759)
C (1.758, -1.164, 0.779)
C (1.672, -2.390, 1.407)
C (0.475, -2.738, 2.013)
C (0.448, -4.003, 2.823)
F (-0.639, -4.098, 3.639)
F (0.446, -5.121, 2.029)
F (1.551, -4.103, 3.631)
C (-0.647, -1.924, 1.923)
C (-0.548, -0.685, 1.281)
O (2.840, 2.499, 1.352)
O (1.140, 1.440, 2.882)
H (0.095, 1.624, -0.234)
H (2.698, -0.865, 0.318)
H (2.525, -3.056, 1.435)
H (-1.587, -2.264, 2.353)
H (-1.428, -0.035, 1.239)

Summary:
gap between HOMO and LUMO = 3.8 eV
LUMO = 0.689 eV
largest force on an atom = 0.1144 hartree/bohr
charge = -1

Here are the natural (NBO) charges for atoms 1 to 4, given in e: F -0.39; C 0.59; F -0.39; F -0.41

Entry 2:
Formula: C154H88O22
Source: the Open Molecules 2025 dataset
Level of theory: wB97M-V/def2-TZVPD

Positions of all 264 atoms, in Å:
O (19.501, 23.263, 17.848)
C (18.842, 22.819, 18.746)
C (19.352, 22.810, 20.200)
C (20.676, 22.964, 20.498)
C (21.163, 22.959, 21.802)
C (20.206, 22.722, 22.776)
C (18.854, 22.649, 22.474)
C (18.352, 22.642, 21.199)
C (16.848, 22.529, 20.907)
O (16.033, 22.431, 21.773)
C (16.508, 22.248, 19.501)
C (15.194, 21.919, 19.215)
C (14.816, 21.570, 17.924)
C (15.779, 21.543, 16.919)
C (17.089, 21.859, 17.254)
C (17.464, 22.306, 18.508)
H (21.328, 23.244, 19.704)
H (22.231, 23.118, 22.014)
H (20.545, 22.797, 23.763)
H (18.152, 22.623, 23.319)
H (14.503, 21.976, 20.027)
H (13.781, 21.289, 17.637)
H (15.459, 21.411, 15.884)
H (17.813, 21.838, 16.486)
O (26.239, 20.516, 22.285)
C (26.689, 21.093, 23.228)
C (25.899, 21.875, 24.212)
C (24.521, 21.915, 24.108)
C (23.817, 22.790, 24.885)
C (24.376, 23.560, 25.922)
C (25.723, 23.461, 26.113)
C (26.480, 22.608, 25.331)
C (28.002, 22.680, 25.511)
O (28.453, 23.311, 26.446)
C (28.856, 21.727, 24.567)
C (30.220, 21.790, 24.700)
C (31.078, 21.200, 23.683)
C (30.425, 20.512, 22.603)
C (29.067, 20.408, 22.583)
C (28.216, 21.136, 23.472)
H (24.095, 21.212, 23.445)
H (22.723, 22.765, 24.884)
H (23.622, 24.041, 26.593)
H (26.302, 23.922, 26.851)
H (30.668, 22.218, 25.663)
H (32.179, 21.251, 23.803)
H (30.882, 19.921, 21.846)
H (28.575, 19.980, 21.711)
O (31.867, 17.666, 21.744)
C (32.822, 17.032, 22.049)
C (34.128, 17.807, 22.289)
C (34.199, 19.185, 22.023)
C (35.297, 19.863, 22.421)
C (36.205, 19.290, 23.220)
C (36.169, 17.899, 23.561)
C (35.125, 17.144, 23.018)
C (35.131, 15.703, 23.282)
O (36.157, 15.205, 23.679)
C (33.991, 14.903, 22.694)
C (33.895, 13.495, 23.065)
C (32.681, 12.853, 23.031)
C (31.616, 13.415, 22.312)
C (31.726, 14.787, 21.986)
C (32.837, 15.556, 22.172)
H (33.392, 19.645, 21.489)
H (35.339, 20.888, 22.162)
H (37.001, 19.889, 23.618)
H (36.980, 17.543, 24.198)
H (34.758, 13.131, 23.603)
H (32.587, 11.867, 23.455)
H (30.731, 12.901, 22.119)
H (30.877, 15.285, 21.557)
O (30.420, 13.274, 25.367)
C (31.431, 13.911, 25.637)
C (31.423, 15.399, 25.485)
C (30.332, 16.065, 24.860)
C (30.375, 17.447, 24.741)
C (31.554, 18.170, 25.056)
C (32.590, 17.486, 25.667)
C (32.582, 16.125, 25.818)
C (33.844, 15.389, 26.414)
O (34.822, 16.087, 26.605)
C (33.766, 13.936, 26.577)
C (34.904, 13.270, 27.044)
C (34.936, 11.922, 27.031)
C (33.848, 11.177, 26.620)
C (32.627, 11.792, 26.333)
C (32.570, 13.220, 26.269)
H (29.468, 15.521, 24.588)
H (29.462, 17.965, 24.463)
H (31.463, 19.271, 25.032)
H (33.553, 17.998, 25.763)
H (35.802, 13.806, 27.338)
H (35.794, 11.369, 27.342)
H (33.924, 10.116, 26.532)
H (31.722, 11.239, 26.081)
O (22.350, 19.447, 16.789)
C (22.243, 18.635, 15.912)
C (23.331, 17.651, 15.668)
C (24.491, 17.792, 16.378)
C (25.636, 17.029, 16.155)
C (25.605, 16.006, 15.207)
C (24.345, 15.804, 14.499)
C (23.274, 16.634, 14.690)
C (22.039, 16.466, 13.839)
O (21.869, 15.524, 13.090)
C (21.001, 17.505, 14.005)
C (19.849, 17.474, 13.203)
C (18.897, 18.456, 13.285)
C (19.070, 19.433, 14.210)
C (20.121, 19.481, 15.110)
C (21.087, 18.462, 15.040)
H (24.532, 18.624, 17.043)
H (26.566, 17.343, 16.574)
H (26.517, 15.614, 14.798)
H (24.315, 15.103, 13.639)
H (19.760, 16.761, 12.410)
H (18.137, 18.473, 12.560)
H (18.326, 20.229, 14.231)
H (20.249, 20.300, 15.798)
O (18.525, 19.027, 22.906)
C (17.686, 19.129, 22.014)
C (17.949, 19.106, 20.616)
C (19.299, 19.396, 20.245)
C (19.595, 19.281, 18.937)
C (18.683, 18.818, 18.020)
C (17.350, 18.620, 18.395)
C (16.933, 18.716, 19.708)
C (15.561, 18.731, 20.126)
O (14.664, 18.394, 19.385)
C (15.193, 19.132, 21.518)
C (13.855, 19.197, 21.941)
C (13.545, 19.602, 23.219)
C (14.638, 19.723, 24.098)
C (15.927, 19.500, 23.785)
C (16.226, 19.208, 22.448)
H (20.071, 19.550, 20.999)
H (20.640, 19.553, 18.746)
H (19.124, 18.639, 17.026)
H (16.632, 18.269, 17.671)
H (13.088, 19.029, 21.122)
H (12.516, 19.772, 23.554)
H (14.401, 20.142, 25.054)
H (16.653, 19.754, 24.509)
O (27.508, 13.044, 31.414)
C (26.677, 13.493, 30.617)
C (26.925, 13.520, 29.104)
C (27.983, 12.845, 28.563)
C (28.236, 13.007, 27.223)
C (27.540, 13.835, 26.374)
C (26.407, 14.468, 26.874)
C (26.052, 14.245, 28.226)
C (24.802, 14.951, 28.780)
O (24.135, 15.663, 28.077)
C (24.493, 14.762, 30.219)
C (23.357, 15.340, 30.722)
C (23.107, 15.339, 32.073)
C (23.979, 14.696, 32.947)
C (25.125, 14.163, 32.428)
C (25.423, 14.151, 31.070)
H (28.594, 12.216, 29.169)
H (29.062, 12.319, 26.924)
H (27.853, 14.046, 25.345)
H (25.639, 15.117, 26.446)
H (22.765, 15.894, 29.981)
H (22.167, 15.827, 32.361)
H (23.785, 14.659, 34.015)
H (25.901, 13.763, 33.137)
O (29.063, 18.531, 27.158)
C (28.752, 19.428, 27.905)
C (29.765, 20.138, 28.718)
C (31.067, 19.791, 28.534)
C (32.143, 20.436, 29.149)
C (31.933, 21.545, 29.890)
C (30.596, 21.917, 30.113)
C (29.535, 21.208, 29.567)
C (28.154, 21.760, 29.772)
O (27.922, 22.758, 30.403)
C (27.089, 20.812, 29.175)
C (25.755, 21.031, 29.492)
C (24.771, 20.255, 28.868)
C (24.966, 19.256, 27.866)
C (26.343, 19.117, 27.561)
C (27.358, 19.810, 28.180)
H (31.348, 19.052, 27.790)
H (33.108, 20.109, 28.923)
H (32.704, 22.255, 30.315)
H (30.334, 22.818, 30.712)
H (25.443, 21.880, 30.119)
H (23.821, 20.591, 29.205)
H (24.109, 18.780, 27.435)
H (26.687, 18.484, 26.737)
O (31.764, 16.691, 17.736)
C (32.815, 16.205, 18.154)
C (32.973, 14.747, 18.432)
C (32.003, 13.773, 18.120)
C (32.142, 12.436, 18.535)
C (33.318, 12.137, 19.175)
C (34.268, 13.085, 19.589)
C (34.115, 14.352, 19.191)
C (35.273, 15.314, 19.546)
O (36.233, 15.014, 20.249)
C (35.119, 16.677, 18.960)
C (36.152, 17.672, 19.171)
C (36.002, 18.974, 18.681)
C (34.847, 19.302, 17.928)
C (33.933, 18.359, 17.727)
C (33.963, 17.074, 18.349)
H (31.125, 14.155, 17.630)
H (31.443, 11.605, 18.378)
H (33.482, 11.108, 19.381)
H (35.176, 12.733, 20.060)
H (37.018, 17.476, 19.740)
H (36.896, 19.588, 18.658)
H (34.799, 20.271, 17.437)
H (32.887, 18.447, 17.342)
O (27.216, 23.681, 21.851)
C (26.644, 24.555, 21.188)
C (25.520, 24.218, 20.206)
C (25.295, 22.938, 19.769)
C (24.271, 22.625, 18.880)
C (23.486, 23.683, 18.288)
C (23.681, 24.941, 18.790)
C (24.705, 25.266, 19.669)
C (24.948, 26.697, 20.095)
O (24.156, 27.601, 19.985)
C (26.322, 26.952, 20.765)
C (26.866, 28.247, 20.681)
C (28.103, 28.518, 21.333)
C (28.793, 27.494, 21.937)
C (28.304, 26.228, 21.990)
C (27.107, 25.991, 21.331)
H (25.875, 22.122, 20.127)
H (24.132, 21.590, 18.586)
H (22.651, 23.520, 17.611)
H (23.169, 25.845, 18.396)
H (26.196, 28.988, 20.247)
H (28.557, 29.513, 21.398)
H (29.645, 27.650, 22.518)
H (28.915, 25.414, 22.441)
O (26.512, 16.720, 23.941)
C (26.054, 17.288, 23.031)
C (26.798, 17.561, 21.792)
C (28.092, 17.055, 21.709)
C (28.825, 17.258, 20.544)
C (28.225, 17.799, 19.403)
C (26.939, 18.328, 19.569)
C (26.221, 18.129, 20.704)
C (24.831, 18.750, 20.719)
O (24.312, 19.426, 19.788)
C (23.963, 18.472, 21.930)
C (22.638, 18.870, 21.977)
C (21.932, 18.637, 23.144)
C (22.465, 17.798, 24.162)
C (23.798, 17.440, 24.064)
C (24.622, 17.795, 23.023)
H (28.540, 16.514, 22.543)
H (29.888, 16.874, 20.524)
H (28.720, 17.815, 18.483)
H (26.437, 18.836, 18.756)
H (22.245, 19.376, 21.125)
H (20.857, 18.929, 23.249)
H (21.802, 17.589, 25.055)
H (24.183, 16.748, 24.739)

Summary:
gap between HOMO and LUMO = 8.0 eV
LUMO = -1.299 eV
structure (SMILES) = O=C1c2ccccc2C(=O)c2ccccc21.O=C1c2ccccc2C(=O)c2ccccc21.O=C1c2ccccc2C(=O)c2ccccc21.O=C1c2ccccc2C(=O)c2ccccc21.O=C1c2ccccc2C(=O)c2ccccc21.O=C1c2ccccc2C(=O)c2ccccc21.O=C1c2ccccc2C(=O)c2ccccc21.O=C1c2ccccc2C(=O)c2ccccc21.O=C1c2ccccc2C(=O)c2ccccc21.O=C1c2ccccc2C(=O)c2ccccc21.O=C1c2ccccc2C(=O)c2ccccc21
largest force on an atom = 0.0951 hartree/bohr

Here are the Löwdin charges for atoms 1 to 4, given in e: O 0.12; C -0.27; C -0.08; C -0.01

Entry 3:
Formula: C15H10F3NO4
Source: the Open Molecules 2025 dataset
Level of theory: wB97M-V/def2-TZVPD

Positions of all 33 atoms, in Å:
O (-0.618, -1.669, -0.792)
C (-0.005, -0.912, -0.080)
N (-0.595, -0.273, 0.995)
O (-1.988, -0.362, 1.065)
C (-2.650, 0.396, 0.139)
O (-2.088, 1.198, -0.551)
C (-4.092, 0.072, 0.156)
C (-4.525, -1.219, 0.452)
C (-5.871, -1.529, 0.422)
C (-6.805, -0.556, 0.101)
C (-6.397, 0.734, -0.190)
C (-5.047, 1.036, -0.166)
F (-4.669, 2.295, -0.424)
C (1.447, -0.625, -0.218)
C (2.252, -0.254, 0.852)
C (3.603, -0.013, 0.668)
C (4.149, -0.138, -0.600)
O (5.491, 0.088, -0.909)
C (6.362, 0.458, 0.034)
F (6.028, 1.623, 0.645)
F (6.477, -0.445, 1.041)
C (3.356, -0.518, -1.678)
C (2.015, -0.767, -1.483)
H (-0.252, 0.644, 1.259)
H (-3.790, -1.971, 0.688)
H (-6.195, -2.533, 0.647)
H (-7.856, -0.800, 0.077)
H (-7.105, 1.509, -0.438)
H (1.840, -0.179, 1.847)
H (4.205, 0.265, 1.518)
H (7.353, 0.584, -0.430)
H (3.811, -0.614, -2.649)
H (1.384, -1.070, -2.304)

Summary:
gap between HOMO and LUMO = 9.9 eV
LUMO = 0.359 eV
structure (SMILES) = O=C(NOC(=O)c1ccccc1F)c1ccc(OC(F)F)cc1
largest force on an atom = 0.0288 hartree/bohr

Here are the natural (NBO) charges for atoms 1 to 4, given in e: O -0.57; C 0.65; N -0.33; O -0.35

no.,electronic energy (a.u.)
1,-2589.46827
2,-7576.63969
3,-1232.90682